1.
# C41H77GaN9O7

A molecular structure, C41H77GaN9O7 (the ωB97M-V functional and the def2-TZVPD basis, the Open Molecules 2025 dataset).

- Kohn-Sham gap (eV) = 6.6835
- multiplicity = 1
- LUMO (eV) = 1.98
- net charge = -1
- highest occupied orbital energy (Ha) = -0.1728

XYZ file:
```
135
C41H77GaN9O7 | the Open Molecules 2025 dataset | the ωB97M-V functional and the def2-TZVPD basis
C 8.64 -0.35 -1.28
C 7.92 0.37 -2.61
C 8.65 1.60 -3.42
C 6.59 -0.24 -3.00
C 6.59 -1.85 -3.38
C 5.13 -2.59 -3.22
C 4.75 -3.05 -1.69
C 5.78 -2.50 -0.54
C 3.16 -2.72 -1.40
C 2.81 -1.13 -1.21
Ga 1.87 -0.28 -2.84
C -0.20 -0.67 -2.93
C -0.86 -0.59 -4.42
C -2.49 -0.94 -4.53
C -3.26 -1.32 -3.09
C -2.33 -1.32 -1.74
N -0.86 -1.00 -1.62
C 2.29 1.78 -2.89
C 2.57 2.48 -1.43
C 2.96 4.10 -1.46
C 3.04 4.82 -2.96
C 2.69 3.87 -4.24
N 2.34 2.41 -4.25
H 9.68 0.17 -1.12
H 7.93 -0.28 -0.34
H 8.84 -1.49 -1.50
H 8.06 2.61 -3.41
H 8.79 1.28 -4.54
H 9.75 1.74 -2.97
H 5.62 0.45 -3.06
H 6.86 -1.90 -4.54
H 7.41 -2.48 -2.82
H 4.32 -1.81 -3.56
H 5.04 -3.52 -3.95
H 4.84 -4.24 -1.68
H 5.81 -1.33 -0.42
H 5.50 -2.94 0.53
H 6.89 -2.86 -0.74
H 2.51 -3.20 -2.25
H 2.86 -3.26 -0.38
H 2.14 -0.96 -0.26
H 3.84 -0.55 -1.08
H 2.46 -0.89 -4.23
H -0.25 -0.34 -5.39
H -3.08 -0.93 -5.56
H -4.41 -1.60 -3.08
H -2.89 -1.62 -0.73
H 2.54 1.96 -0.38
H 3.17 4.74 -0.50
H 3.32 5.95 -3.13
H 2.76 4.39 -5.32
C 6.27 -1.07 3.63
C 6.48 -0.14 2.47
O 7.42 -0.27 1.69
N 5.59 0.87 2.29
C 4.42 1.19 3.08
H 7.07 -1.82 3.65
H 6.31 -0.51 4.57
H 5.31 -1.58 3.54
H 5.79 1.45 1.48
H 3.55 1.14 2.43
H 4.54 2.21 3.46
H 4.29 0.50 3.92
C -4.53 -3.46 3.12
C -4.32 -2.53 1.96
O -3.38 -2.66 1.18
N -5.21 -1.52 1.77
C -6.38 -1.20 2.57
H -3.73 -4.21 3.13
H -4.49 -2.90 4.06
H -5.49 -3.97 3.02
H -5.01 -0.93 0.97
H -7.25 -1.24 1.92
H -6.26 -0.18 2.94
H -6.51 -1.88 3.41
C 1.81 -6.24 -5.73
C 1.71 -5.47 -4.44
O 2.46 -5.69 -3.49
N 0.75 -4.51 -4.33
C -0.22 -4.11 -5.32
H 2.62 -6.97 -5.66
H 0.87 -6.78 -5.91
H 2.03 -5.55 -6.55
H 0.75 -4.04 -3.43
H -0.07 -3.04 -5.52
H -1.22 -4.26 -4.89
H -0.14 -4.67 -6.24
C -2.19 2.53 -2.51
C -2.82 3.88 -2.42
O -3.42 4.26 -1.41
N -2.72 4.72 -3.50
C -2.07 4.47 -4.76
H -2.35 1.98 -1.58
H -2.64 1.96 -3.33
H -1.11 2.63 -2.67
H -3.18 5.61 -3.35
H -1.30 5.23 -4.90
H -2.82 4.56 -5.55
H -1.62 3.48 -4.81
C -6.82 0.44 6.02
C -6.64 -1.02 6.28
O -6.99 -1.88 5.47
N -6.06 -1.41 7.45
C -5.58 -0.57 8.53
H -7.29 0.59 5.04
H -7.47 0.88 6.78
H -5.85 0.95 6.01
H -5.98 -2.41 7.55
H -4.52 -0.77 8.67
H -6.13 -0.84 9.43
H -5.72 0.50 8.32
C -5.56 2.29 0.94
C -6.22 2.93 2.13
O -6.10 2.47 3.26
N -6.98 4.05 1.92
C -7.24 4.73 0.68
H -4.99 1.41 1.26
H -6.31 1.97 0.22
H -4.86 3.00 0.48
H -7.39 4.41 2.77
H -6.88 5.76 0.78
H -8.32 4.74 0.52
H -6.75 4.25 -0.17
C -1.44 0.43 6.32
C -2.73 1.04 5.84
O -3.80 0.84 6.41
N -2.70 1.84 4.74
C -1.55 2.20 3.93
H -1.63 -0.18 7.21
H -1.02 -0.21 5.54
H -0.73 1.22 6.59
H -3.60 2.21 4.48
H -1.46 3.29 3.95
H -1.74 1.87 2.91
H -0.63 1.75 4.30
```

Löwdin atomic charge list, values in e, 4 entries: atom 1 (C): -0.10, atom 2 (C): -0.25, atom 3 (C): -0.12, atom 4 (C): -0.07


2.
# C3H4FNO2

C3H4FNO2 in the gas phase (the ωB97M-V functional and the def2-TZVPD basis, the Open Molecules 2025 dataset).

- Kohn-Sham gap (alpha / beta) (eV) = 7.8914 / 8.3629
- multiplicity = 1
- SMILES = C[C@H](F)C(=O)N=O
- LUMO (alpha / beta) (eV) = -1.80 / -1.40
- energy relative to the best compared isomer or geometry (same formula, charge and spin) (kJ/mol) = 404.3
- highest occupied orbital energy (alpha / beta) (Ha) = -0.3561 / -0.3587

XYZ file:
```
11
C3H4FNO2 | the Open Molecules 2025 dataset | the ωB97M-V functional and the def2-TZVPD basis
C -0.59 -1.28 -0.27
C -0.49 0.21 -0.25
F -0.11 0.67 -1.50
C 0.58 0.61 0.77
O 0.47 0.19 1.92
N 1.53 1.38 0.28
O 1.84 2.29 -0.45
H 0.30 -1.77 -0.66
H -0.70 -1.47 0.83
H -1.45 -1.62 -0.87
H -1.37 0.79 0.20
```

Löwdin atomic charge list, values in e, 4 entries: atom 1 (C): -0.03, atom 2 (C): -0.31, atom 3 (F): -0.01, atom 4 (C): -0.46


3.
# C35H37ClMnP2

A molecular structure, C35H37ClMnP2 (the ωB97M-V functional and the def2-TZVPD basis, the Open Molecules 2025 dataset).

- Kohn-Sham gap (alpha / beta) (eV) = 7.2030 / 6.9081
- multiplicity = 6
- LUMO (alpha / beta) (eV) = 0.05 / -0.30
- energy relative to the best compared isomer or geometry (same formula, charge and spin) (kJ/mol) = 0.0
- highest occupied orbital energy (alpha / beta) (Ha) = -0.2627 / -0.2647

XYZ file:
```
76
C35H37ClMnP2 | the Open Molecules 2025 dataset | the ωB97M-V functional and the def2-TZVPD basis
Mn -1.66 -0.43 0.79
C -0.62 -5.89 0.54
C 0.44 -5.07 0.56
C 1.49 -4.84 -0.50
C 1.10 -3.83 -1.59
C -0.19 -4.08 -2.32
C -0.80 -5.26 -2.45
C -0.35 -6.58 -1.92
C -0.92 -6.90 -0.52
C -3.66 -0.16 0.61
H -1.31 -5.91 1.40
H 0.68 -4.59 1.53
H 1.84 -5.78 -0.97
H 2.38 -4.45 0.04
H 1.12 -2.83 -1.14
H 1.92 -3.86 -2.34
H -0.59 -3.19 -2.84
H -1.77 -5.29 -2.94
H 0.74 -6.72 -1.90
H -0.77 -7.33 -2.61
H -2.01 -6.98 -0.65
H -0.60 -7.90 -0.20
H -4.42 0.10 1.39
H -3.91 -1.14 0.18
H -3.58 0.57 -0.19
P 0.52 1.73 1.62
P -0.44 2.47 -0.65
C 1.87 1.88 0.40
C 1.36 2.31 -0.77
C 1.23 2.83 2.93
C 2.61 3.08 3.03
C 3.10 3.92 4.03
C 2.22 4.52 4.92
C 0.85 4.26 4.84
C 0.35 3.42 3.85
C 0.83 0.08 2.26
C 0.38 -0.99 1.44
C 0.35 -2.27 2.00
C 1.06 -2.57 3.15
C 1.64 -1.53 3.88
C 1.48 -0.20 3.46
C -0.58 4.26 -1.19
C -0.09 5.27 -0.34
C -0.08 6.60 -0.77
C -0.55 6.94 -2.04
C -1.04 5.94 -2.88
C -1.07 4.61 -2.46
C -0.94 1.53 -2.12
C -2.30 1.45 -2.43
C -2.69 0.82 -3.61
C -1.73 0.27 -4.47
C -0.37 0.33 -4.14
C 0.02 0.94 -2.95
H 2.90 1.67 0.66
H 1.90 2.52 -1.70
H 3.32 2.62 2.33
H 4.18 4.09 4.09
H 2.60 5.19 5.69
H 0.16 4.71 5.55
H -0.72 3.20 3.77
H 0.12 -0.87 0.34
H -0.29 -3.00 1.50
H 1.17 -3.61 3.48
H 2.25 -1.74 4.76
H 1.92 0.61 4.04
H 0.31 5.01 0.64
H 0.31 7.38 -0.12
H -0.54 7.98 -2.38
H -1.40 6.19 -3.89
H -1.45 3.84 -3.13
H -3.04 1.88 -1.75
H -3.75 0.77 -3.87
H -2.04 -0.21 -5.40
H 0.39 -0.08 -4.80
H 1.08 0.97 -2.70
Cl -1.95 -2.65 -0.10
```

Löwdin atomic charge list, values in e, 4 entries: atom 1 (Mn): 0.63, atom 2 (C): -0.12, atom 3 (C): -0.14, atom 4 (C): -0.19


Q: The highest multiplicity belongs to which entry?
A: C35H37ClMnP2


Q: multiplicity of number 3 (C35H37ClMnP2)?
A: 6